100
Properties=species:S:1:pos:R:3:forces:R:3 method="wB97M-V/def2-TZVPD" total_energy_ev=-150528.3518 relative_energy_kj_mol=414.0 orbital_gap_ha=0.309 lumo_ev=-0.10
C 40.133078 3.641786 -4.938586 0.38 0.09 0.28
S 39.372093 2.014661 -5.183571 -1.80 0.39 -2.72
O 38.382836 2.122792 -6.374220 1.61 -0.03 2.14
C 40.869716 1.254152 -5.858339 -0.24 0.21 0.76
H 39.432770 4.422206 -4.640916 -0.35 -0.35 -0.27
H 40.691175 3.938723 -5.826540 -0.20 0.01 -0.06
H 40.826758 3.554545 -4.102352 0.16 -0.17 0.02
H 40.637671 0.278548 -6.285465 -0.12 0.18 0.07
H 41.438976 1.138641 -4.935999 0.60 -0.19 -0.26
H 41.351585 1.919423 -6.574799 -0.06 -0.14 0.04
C 32.894678 4.731759 6.686873 -0.04 -0.78 0.63
S 33.054887 3.146218 5.744401 -2.09 2.63 -1.00
O 31.610279 2.783109 5.539993 0.95 -0.59 0.07
C 33.509524 4.142923 4.229010 0.69 -0.65 0.08
H 32.342758 5.476655 6.113638 0.62 -0.01 -0.42
H 33.893700 4.985195 7.041578 -0.13 0.53 -0.11
H 32.227188 4.580624 7.535238 0.30 -0.55 0.20
H 34.420426 4.706671 4.430380 0.21 -0.19 0.11
H 32.766643 4.883281 3.932177 -0.43 -0.41 0.37
H 33.704441 3.452159 3.408668 -0.05 0.01 0.04
C 28.165063 0.321753 -7.411607 -0.26 0.08 0.92
S 27.227404 -1.167115 -7.984851 1.53 0.37 0.00
O 27.333956 -1.123783 -9.461148 -0.52 -0.01 -0.44
C 28.508324 -2.408136 -7.555978 0.38 0.72 0.14
H 29.016680 0.667466 -7.997550 -0.16 -0.66 -0.58
H 28.545677 0.147730 -6.405155 -0.13 -0.19 0.17
H 27.479289 1.165120 -7.330598 -0.22 -0.15 -0.15
H 29.434305 -1.988918 -7.949573 0.00 -0.12 -0.29
H 28.280911 -3.336867 -8.079270 -0.17 0.13 0.19
H 28.679803 -2.531781 -6.486675 -0.47 -0.16 0.05
C 28.143935 -0.370998 -0.955216 -0.99 0.63 1.16
S 26.667961 -0.239705 -2.070301 -0.33 -2.26 0.10
O 26.456665 -1.654146 -2.644030 0.24 2.22 0.75
C 25.326955 -0.087127 -0.737183 0.89 0.07 0.51
H 27.980444 -1.107530 -0.168512 -0.18 -0.50 -0.40
H 28.128752 0.551179 -0.374301 0.19 0.40 -0.23
H 29.139737 -0.493812 -1.381135 -0.49 -0.01 -0.64
H 25.562225 0.574108 0.096793 0.83 0.06 -0.04
H 25.257251 -1.096236 -0.331059 -0.25 -0.02 -0.23
H 24.363800 0.338402 -1.018881 0.14 -0.52 -1.00
C 25.727175 6.642234 -3.634830 0.74 0.02 -0.65
S 26.528726 5.658986 -5.015939 0.36 -0.48 0.05
O 27.134232 6.672221 -5.954544 -0.18 -0.82 1.32
C 27.911118 4.801654 -3.970621 0.03 1.04 0.55
H 25.213857 7.464928 -4.132591 0.30 0.01 -0.26
H 26.561837 7.024381 -3.047116 -0.30 0.09 0.26
H 24.949638 6.144559 -3.055289 0.47 -0.55 0.00
H 28.729399 4.263014 -4.448496 -0.45 0.29 -1.06
H 27.593213 4.086505 -3.211944 -0.95 0.13 -0.13
H 28.398466 5.602080 -3.413904 -0.01 0.24 -0.04
C 38.916359 0.652891 3.631183 -0.32 0.93 1.18
S 38.841762 2.460160 3.285355 -1.47 0.19 -1.13
O 37.587636 2.706069 2.468219 1.08 -0.20 0.68
C 38.439236 3.087415 4.967696 -0.14 -0.35 -0.63
H 38.047197 0.475344 4.264543 0.07 -0.29 0.08
H 39.835347 0.586131 4.213503 0.00 -0.47 0.06
H 38.898291 -0.058307 2.805374 0.16 0.71 -0.32
H 38.356783 4.173063 4.916001 0.69 0.02 -0.25
H 39.226405 2.738329 5.635970 -0.26 0.19 0.26
H 37.418958 2.814267 5.237012 0.16 -0.74 0.08
C 33.119269 1.214342 -3.860120 0.31 -0.40 0.67
S 33.171171 2.093539 -2.298656 -1.14 0.67 0.86
O 31.733180 2.132159 -1.787086 1.54 -0.43 -0.34
C 34.195290 0.956265 -1.273362 -0.72 -0.19 -0.32
H 32.775855 0.203846 -3.638580 -0.08 -0.02 -0.30
H 34.142684 1.206811 -4.235171 -0.09 -0.07 -0.26
H 32.433051 1.754534 -4.512335 0.15 -0.05 0.09
H 33.851199 -0.077821 -1.292038 -0.13 -0.01 -0.35
H 34.089446 1.279456 -0.237781 0.18 0.36 -0.16
H 35.223748 1.013852 -1.629863 -0.04 0.11 0.10
C 28.638344 5.191464 1.352761 -0.22 0.31 -0.69
S 26.828123 5.148416 0.891743 0.09 -0.01 1.66
O 26.130448 4.406993 2.002289 0.40 0.17 -0.91
C 26.501841 6.911693 1.338130 0.87 -0.64 0.30
H 29.131358 4.219357 1.359079 -0.71 -0.31 0.22
H 28.777953 5.704451 2.304307 -0.14 -0.10 -0.03
H 29.174962 5.701512 0.552762 -0.14 0.46 -0.02
H 26.895725 6.957367 2.353445 0.08 0.20 0.01
H 25.441547 7.150691 1.420414 0.06 -0.30 -0.58
H 27.082789 7.554242 0.676521 -0.27 0.17 0.00
C 35.742156 -2.067673 -9.273255 0.13 0.38 0.10
S 34.230525 -1.664381 -10.224633 -2.02 -0.93 2.08
O 33.265179 -2.841707 -10.069165 1.49 1.27 -0.47
C 33.511182 -0.423164 -9.009478 0.24 0.13 -0.56
H 36.423872 -1.218140 -9.314106 0.12 0.03 -0.55
H 36.166631 -2.955722 -9.741562 0.04 0.16 -0.06
H 35.649852 -2.230216 -8.199398 -0.79 -0.27 -0.08
H 32.467450 -0.205681 -9.236231 0.00 -0.51 -0.51
H 34.003920 0.543878 -9.110216 0.42 -0.13 0.21
H 33.521926 -0.809829 -7.990423 0.39 -0.12 -0.13
C 38.262494 -3.177962 -1.650867 -0.63 -0.83 -0.31
S 36.736585 -3.944640 -2.461634 -0.59 1.65 -0.64
O 36.048014 -2.827169 -3.273137 1.36 -1.78 1.12
C 37.521719 -5.062522 -3.689028 0.77 0.94 -0.36
H 38.652996 -3.914463 -0.948616 -0.01 -0.15 -0.06
H 37.905644 -2.332736 -1.062351 -0.15 0.00 -0.28
H 39.054349 -2.888545 -2.341735 -0.29 0.05 -0.20
H 38.292972 -4.430146 -4.128753 0.18 -0.14 -0.16
H 36.846847 -5.307221 -4.509253 -0.43 0.12 0.45
H 37.989137 -5.973324 -3.314764 -0.23 0.16 0.45

---

99
Properties=species:S:1:pos:R:3:forces:R:3 method="wB97M-V/def2-TZVPD" total_energy_ev=-65309.1451 orbital_gap_ha=0.306 smiles="CCP(CC)[C@H]1OS(=O)(=O)C[C@@H](C[C@@H](O)CN)[C@H]1CC(=O)N(C)C.CCN(CC)CC.CCN(CC)CC" lumo_ev=0.25
C 4.370366 -4.894128 -2.652405 -0.07 0.03 -0.11
C 4.248248 -3.357305 -2.682390 0.12 -0.30 0.04
P 2.907929 -2.526297 -3.628397 0.07 0.37 0.19
C 3.168552 -2.968775 -5.417761 -0.07 -0.14 0.05
C 4.342997 -3.883549 -5.761581 -0.06 0.07 -0.12
C 1.457491 -3.636816 -3.237032 0.02 -0.15 -0.31
O 1.592152 -4.072289 -1.868767 0.05 0.09 -0.02
S 0.649295 -5.284985 -1.471258 0.05 0.01 -0.12
O 0.842995 -5.497111 -0.079275 0.02 -0.02 0.07
O 0.881943 -6.348219 -2.409561 0.00 -0.02 0.04
C -0.955625 -4.636467 -1.810137 -0.37 -0.18 0.03
C -1.030764 -4.014483 -3.209517 0.05 0.01 -0.03
C -2.456107 -3.526146 -3.558413 0.01 -0.13 -0.02
C -3.386121 -3.110697 -2.424568 -0.05 -0.12 -0.06
O -2.805182 -2.109635 -1.595189 -0.01 0.06 -0.04
C -4.727075 -2.659849 -2.979586 0.00 0.12 0.05
N -5.720895 -2.450150 -1.923971 0.10 0.09 0.07
C 0.092952 -2.992026 -3.515856 -0.18 -0.09 0.09
C -0.098316 -1.555663 -3.012640 -0.04 0.26 0.07
C 0.225620 -1.278414 -1.550528 -0.18 0.04 0.44
O 0.086927 -2.123216 -0.700396 0.33 -0.09 0.06
N 0.682986 0.004664 -1.186549 -0.16 0.02 -0.94
C 0.486286 1.061341 -2.174246 0.52 -0.09 -0.10
C 2.034414 0.005835 -0.620653 -0.18 0.01 0.50
H 4.471199 -5.254416 -1.629889 0.02 0.02 0.01
H 3.499867 -5.396108 -3.072063 -0.02 -0.01 0.02
H 5.238366 -5.232224 -3.216732 0.04 0.01 0.02
H 4.127221 -2.977986 -1.666235 -0.03 0.03 -0.01
H 5.178946 -2.913722 -3.046033 -0.03 0.09 0.02
H 3.268370 -2.019138 -5.944891 -0.01 -0.03 -0.07
H 2.241255 -3.431080 -5.772154 -0.02 0.09 -0.03
H 4.398463 -4.033915 -6.841587 0.00 0.03 0.00
H 5.292185 -3.447558 -5.448551 0.00 -0.07 0.07
H 4.232199 -4.862541 -5.303403 0.05 -0.03 0.05
H 1.521789 -4.521143 -3.881301 0.05 -0.07 0.10
H -1.246933 -3.957682 -1.012394 0.24 0.06 -0.02
H -1.578795 -5.535392 -1.772217 -0.08 0.08 0.02
H -0.845384 -4.835567 -3.908597 0.15 -0.01 0.06
H -2.390714 -2.718806 -4.296062 -0.01 0.00 0.01
H -2.964296 -4.358266 -4.054778 -0.02 0.06 -0.06
H -3.571726 -3.989580 -1.792633 0.04 0.05 0.05
H -3.344287 -1.312516 -1.637757 -0.02 -0.05 0.05
H -4.554725 -1.736405 -3.549237 -0.03 -0.05 -0.06
H -5.085771 -3.412281 -3.686680 0.01 0.00 0.00
H -6.147877 -1.535985 -1.974221 -0.04 -0.05 -0.04
H -5.304498 -2.534822 -1.004479 -0.02 -0.04 -0.02
H 0.079445 -2.901800 -4.610333 -0.06 0.06 0.01
H -1.140347 -1.264484 -3.167126 0.03 -0.01 -0.02
H 0.503923 -0.895469 -3.635397 0.02 -0.03 -0.02
H 0.531121 2.032466 -1.681033 -0.08 -0.03 0.07
H -0.475914 0.963841 -2.671291 -0.07 0.04 0.12
H 1.272751 1.046619 -2.943756 -0.07 0.07 -0.04
H 2.367359 1.039146 -0.532649 -0.01 0.01 0.01
H 2.026206 -0.429912 0.376740 0.00 -0.09 -0.05
H 2.743533 -0.541551 -1.251061 -0.02 0.07 -0.03
C -0.556626 2.757929 1.254749 0.04 -0.07 0.01
C -1.359655 3.942087 1.765934 0.03 -0.05 0.01
N -1.917021 4.755029 0.698556 0.00 -0.02 0.03
C -2.433665 6.034156 1.153139 0.02 0.09 -0.01
C -3.635241 6.031151 2.105517 -0.01 0.03 -0.02
C -2.731914 4.041959 -0.270939 -0.01 -0.03 -0.08
C -3.946515 3.260914 0.247607 -0.01 0.01 -0.03
H 0.215236 3.086004 0.555948 -0.02 0.02 -0.01
H -0.067515 2.253194 2.089307 0.00 0.00 0.00
H -1.181586 2.017589 0.753750 0.02 -0.02 0.00
H -0.694292 4.587266 2.348028 -0.05 0.05 0.01
H -2.123768 3.571678 2.468432 0.00 0.01 0.01
H -2.679217 6.627764 0.268063 -0.01 -0.02 -0.01
H -1.606021 6.555314 1.644166 0.01 -0.03 0.01
H -4.562752 5.771827 1.596321 0.01 -0.04 0.01
H -3.765824 7.027479 2.532078 0.00 0.00 0.00
H -3.493262 5.335895 2.933916 0.01 0.00 0.00
H -2.082556 3.344265 -0.806417 0.03 0.00 0.03
H -3.057057 4.769763 -1.019009 -0.02 0.01 0.03
H -3.696371 2.665605 1.127075 0.01 -0.01 -0.01
H -4.296184 2.571869 -0.524352 -0.01 0.01 -0.01
H -4.780715 3.911375 0.506043 0.02 0.00 0.05
C 3.671807 1.902906 6.926567 0.00 -0.02 0.01
C 2.243695 1.610942 6.492668 0.01 0.00 -0.01
N 1.341555 2.727692 6.717346 0.01 0.01 -0.02
C -0.061372 2.373853 6.589204 -0.05 -0.03 0.05
C -0.565994 1.936125 5.210124 -0.13 0.04 0.00
C 1.738024 3.987843 6.109339 0.03 0.07 -0.01
C 1.956033 4.015213 4.590268 -0.01 0.04 0.01
H 3.696488 2.244507 7.962236 0.00 0.02 -0.01
H 4.273470 0.996726 6.847375 0.00 0.00 0.01
H 4.144353 2.662581 6.302805 0.00 0.00 -0.01
H 1.861132 0.771978 7.080350 -0.02 -0.01 -0.02
H 2.255131 1.270537 5.444687 0.00 0.00 0.00
H -0.654672 3.225835 6.933013 0.02 0.02 -0.01
H -0.256391 1.567577 7.302969 0.05 -0.02 -0.01
H -0.658740 2.780292 4.526846 0.05 -0.02 -0.03
H -1.559643 1.493144 5.306011 0.00 -0.01 0.01
H 0.081555 1.187169 4.752619 0.02 0.01 0.01
H 2.660580 4.318605 6.591877 0.01 -0.04 0.01
H 0.984918 4.731194 6.383338 -0.02 -0.02 -0.02
H 2.548923 3.163393 4.252838 0.02 0.00 0.01
H 2.498658 4.921240 4.313367 -0.01 0.00 0.00
H 1.019012 4.013193 4.034714 0.00 -0.05 0.00

---

55
Properties=species:S:1:pos:R:3:forces:R:3 method="wB97M-V/def2-TZVPD" charge=-1 total_energy_ev=-60252.8220 orbital_gap_ha=0.076 lumo_ev=-0.23
N -22.051480 -6.463210 -23.166750 0.33 -0.54 1.13
H -21.291330 -6.593450 -23.818920 0.03 0.07 -0.91
H -22.391750 -7.366500 -22.869460 -0.35 -0.87 -0.20
H -22.836940 -5.891080 -23.442090 -0.13 0.42 -0.55
H -21.622700 -6.109470 -22.323480 0.18 0.71 0.55
N -28.420140 -11.247420 -21.907000 0.27 0.35 0.27
H -27.428300 -11.092980 -21.795220 0.97 -0.18 0.05
H -28.590520 -12.132050 -22.363620 -0.07 -0.49 -0.45
H -28.762610 -10.456150 -22.433030 -0.51 0.41 -0.52
H -28.833020 -11.250050 -20.985250 -0.37 -0.01 0.59
N -22.984160 -12.908340 -26.685090 0.06 0.56 1.23
H -23.810560 -13.266690 -27.141980 -0.11 -0.20 -0.39
H -22.388020 -12.299210 -27.227020 0.40 -0.08 -0.72
H -22.467200 -13.606280 -26.169600 0.75 -1.10 -0.11
H -23.256820 -12.348940 -25.889580 -0.72 0.76 0.71
O -21.166340 -14.791830 -22.504070 -1.05 1.24 1.87
C -21.040900 -13.879750 -21.399150 1.35 -1.09 -2.96
C -22.185810 -12.930790 -20.879310 -0.85 1.30 -2.02
O -22.755240 -11.968810 -21.765820 0.47 -1.40 1.07
H -20.204050 -13.269460 -21.738760 0.12 1.18 0.05
H -20.571290 -14.375870 -20.549780 -0.54 -0.52 0.85
H -21.773760 -12.378810 -20.034540 0.65 0.01 0.42
H -22.904290 -13.628340 -20.448830 -0.78 -0.29 0.00
Cl -17.285740 -8.894520 -27.657420 2.91 -1.21 0.54
O -17.886050 -7.687960 -27.278850 -1.57 2.53 1.25
O -16.295920 -8.584180 -28.652030 -0.04 -0.33 -0.98
O -16.590040 -9.517980 -26.552150 -0.26 0.17 0.38
O -18.285110 -9.791020 -28.106970 -1.24 -1.11 -1.14
Cl -28.557440 -5.034660 -24.238120 2.16 -0.66 -1.28
O -28.340510 -5.198870 -22.847840 -0.78 -0.32 2.13
O -29.440570 -3.972130 -24.541260 -1.76 0.40 0.05
O -27.276520 -4.654690 -24.774910 0.88 -0.26 -0.91
O -28.975880 -6.311430 -24.809720 -0.33 0.61 0.13
C -21.811730 -4.188440 -17.974110 -0.23 -0.30 0.41
C -20.630380 -3.451790 -18.617980 -0.36 -1.41 0.84
N -19.651550 -4.378740 -19.258920 -0.11 0.06 -0.51
C -18.592050 -3.651420 -19.960350 0.46 0.78 1.04
C -17.477840 -2.939730 -19.015940 -0.89 -0.95 -1.20
C -19.081800 -5.387040 -18.330810 -1.06 1.15 1.19
C -18.197740 -6.485950 -18.872530 -1.11 0.04 -1.09
H -22.638430 -3.492330 -17.832380 0.00 0.10 -0.02
H -21.614990 -4.605050 -16.986270 0.23 -0.01 0.00
H -22.201420 -5.009140 -18.576350 0.14 0.01 -0.26
H -21.171610 -2.757130 -19.260320 1.00 -0.01 -0.88
H -20.181340 -2.868580 -17.814030 0.35 0.30 0.04
H -18.135140 -4.321310 -20.688750 0.32 -0.02 0.19
H -19.116830 -2.900970 -20.551570 0.24 0.29 0.00
H -16.812570 -2.350590 -19.647160 -0.18 0.22 0.02
H -17.933340 -2.321180 -18.242620 -0.04 0.10 -0.19
H -16.830300 -3.660280 -18.516340 -0.17 -0.20 -0.03
H -19.929280 -5.813830 -17.794410 -0.06 -0.37 -0.25
H -18.596410 -4.827040 -17.531500 0.60 0.05 0.26
H -17.338550 -6.112830 -19.429910 0.30 -0.18 0.49
H -18.800070 -7.022480 -19.605620 -0.01 -0.12 -0.29
H -18.007490 -7.251080 -18.119870 0.52 0.42 0.12